[1]
Below is a structure of composition C14H25BBr3FLiN2O9S2, with properties calculated with ωB97M-V/def2-TZVPD.

Atoms and positions in Å:
C -3.780 -1.278 -2.821
C -2.762 -0.413 -3.562
C -2.051 0.614 -2.701
F -3.040 1.549 -2.331
C -1.414 0.088 -1.428
N -2.150 0.072 -0.315
C -1.679 -0.377 0.886
S -2.878 -0.350 2.193
C -3.965 1.039 1.865
O -3.674 -1.535 2.095
O -2.301 -0.185 3.494
C -0.372 -0.805 0.998
C 0.211 -1.293 2.309
C 0.583 -0.205 3.286
N 0.528 -0.365 4.535
C 0.423 -0.794 -0.166
S 2.102 -1.354 -0.151
C -0.115 -0.362 -1.405
B 0.818 -0.384 -2.672
O 0.601 -1.300 -3.636
O 1.886 0.533 -2.866
H -4.673 -0.676 -2.627
H -4.078 -2.108 -3.457
H -3.386 -1.733 -1.919
H -3.286 0.098 -4.372
H -2.030 -1.069 -4.031
H -1.305 1.164 -3.275
H -3.102 0.396 -0.383
H -4.019 1.629 2.772
H -4.924 0.635 1.560
H -3.601 1.693 1.073
H 1.128 -1.827 2.058
H -0.470 -2.029 2.726
H 0.891 0.783 2.949
H 0.211 -1.310 4.751
H 2.065 -2.458 -0.937
H 0.912 -0.963 -4.486
H 1.518 1.411 -2.702
Br 3.235 2.451 1.934
C 4.635 1.081 1.789
C 4.977 0.388 3.053
Br 6.085 1.533 4.212
H 5.495 1.588 1.349
H 4.212 0.342 1.099
H 5.598 -0.515 2.770
H 4.114 0.092 3.635
Br 5.010 -2.418 2.181
Li 4.348 0.673 -0.853
O 0.888 5.028 2.953
H 1.284 4.151 2.916
H 1.214 5.395 3.780
O 1.009 1.787 -5.636
H 1.497 2.456 -6.124
H 1.454 1.739 -4.783
C -0.957 -3.120 -0.414
O 0.008 -3.595 -1.067
O -1.855 -2.367 -0.968
O -1.069 -3.219 0.864

Its strongest force on any atom is 0.0460 hartree/bohr. As for the total charge: -1. The HOMO energy is -3.49 eV. The molecular weight comes out at 705.956 g mol⁻¹.

[2]
Below is the molecule C14H25Br2ClFN2O5P, with properties calculated with ωB97M-V/def2-TZVPD.

Atoms and positions in Å:
C 2.039 0.501 4.039
C 2.211 0.520 2.510
C 1.399 -0.560 1.832
F 1.867 -1.811 2.230
C 1.347 -0.508 0.289
O 0.071 -0.028 -0.120
C -0.933 -1.012 0.014
C -0.847 -2.089 -1.077
Br -0.822 -3.841 -0.329
C -0.815 -1.979 -2.393
C -0.702 -3.075 -3.408
Br -0.915 -0.267 -3.205
C -2.362 -0.388 0.138
C -2.896 -0.543 1.569
N -2.502 0.956 -0.448
C -3.633 1.064 -1.387
O -4.422 2.208 -1.126
O -5.533 1.833 -0.311
P -2.552 2.381 0.575
O -1.996 3.471 -0.485
Cl -0.830 2.093 1.716
N 2.354 0.393 -0.296
C 1.930 1.264 -1.392
C 3.605 -0.190 -0.372
C 4.682 0.551 -1.127
O 3.827 -1.233 0.186
H 1.475 1.369 4.387
H 1.493 -0.390 4.362
H 3.002 0.484 4.552
H 1.884 1.481 2.100
H 3.259 0.367 2.242
H 0.363 -0.501 2.187
H 1.502 -1.533 -0.075
H -0.783 -1.564 0.948
H -0.971 -4.041 -2.980
H 0.326 -3.126 -3.783
H -1.350 -2.867 -4.260
H -2.966 -1.048 -0.493
H -3.198 -1.581 1.733
H -3.775 0.087 1.735
H -2.140 -0.301 2.321
H -3.290 1.187 -2.418
H -4.262 0.174 -1.318
H -5.217 2.080 0.577
H -1.103 3.263 -0.800
H 2.733 1.962 -1.621
H 1.675 0.707 -2.298
H 1.060 1.840 -1.081
H 4.685 1.618 -0.894
H 5.635 0.106 -0.846
H 4.536 0.445 -2.206

Its strongest force on any atom is 0.0200 hartree/bohr. The SMILES is CC[C@H](F)[C@@H](O[C@H](/C(Br)=C(/C)Br)[C@@H](C)N(COO)P(O)Cl)N(C)C(C)=O. The HOMO energy is -9.03 eV. The molecular weight comes out at 546.596 g mol⁻¹.

[3]
Below is a structure of composition C14H25BrCl4IN4O, with properties calculated with ωB97M-V/def2-TZVPD.

Atoms and positions in Å:
C -1.705 -4.675 -1.710
C -1.520 -4.558 -0.086
Cl -1.858 -6.039 0.976
C -1.117 -3.270 0.537
Cl -0.980 -3.273 2.417
C -0.784 -1.861 -0.223
N -0.126 -1.848 -1.584
C 0.086 -0.338 -1.792
N 1.226 0.207 -2.328
C 1.323 1.739 -2.436
C 2.175 2.198 -1.072
O 3.309 3.069 -1.443
C 1.186 2.806 0.084
N 1.001 4.301 -0.063
N -1.203 0.267 -1.281
I -2.188 0.551 -3.097
C -1.913 -0.661 -0.278
C -3.491 -1.030 -0.521
C -4.251 -1.635 0.837
C -4.721 -0.345 1.752
Br -5.908 -2.595 0.169
H -0.693 -4.365 -2.261
H -1.954 -5.755 -2.087
H -2.494 -3.856 -2.037
H 0.048 -1.376 0.482
H 0.739 -2.426 -1.667
H 1.993 -0.450 -2.621
H 0.271 2.266 -2.344
H 1.848 2.070 -3.430
H 2.665 1.213 -0.608
H 4.085 2.413 -1.546
H 0.141 2.232 0.140
H 1.735 2.612 1.126
H 0.149 4.471 -0.646
H 0.755 4.639 0.904
H -1.886 -0.112 0.756
H -3.535 -1.819 -1.384
H -4.160 -0.093 -0.836
H -3.554 -2.307 1.495
H -5.751 -0.659 2.250
H -3.928 -0.063 2.570
H -4.948 0.597 1.095
Cl 4.900 0.612 1.361
C 5.550 2.024 2.230
C 4.631 2.479 3.353
Cl 3.118 3.190 2.736
H 5.722 2.822 1.501
H 6.519 1.725 2.641
H 5.125 3.253 3.947
H 4.369 1.652 4.020

Its strongest force on any atom is 0.0810 hartree/bohr. As for the total charge: +1. The HOMO energy is -11.94 eV. The molecular weight comes out at 614.001 g mol⁻¹.

[4]
Below is a cluster of 2 separate species, C14H25BrFIN2O4 in total, with properties calculated with ωB97M-V/def2-TZVPD.

Atoms and positions in Å:
C 2.226 -0.669 1.537
C 3.297 0.433 1.098
O 3.959 1.055 1.966
N 3.581 0.745 -0.320
C 4.661 -0.245 -0.704
C 2.431 0.448 -1.220
C 1.117 1.320 -0.939
C -0.022 0.776 -1.967
C -1.460 1.412 -1.672
C -2.325 0.687 -0.545
O -3.597 1.405 -0.474
C -4.481 0.837 0.514
C -4.893 -0.631 -0.060
N -3.666 -1.476 0.082
F -3.404 -1.735 1.407
C -2.451 -0.903 -0.656
Br -0.861 -1.660 0.369
C -2.516 -1.517 -2.127
C -1.844 -3.001 -2.072
O -2.430 -4.010 -1.638
I 0.203 -3.293 -2.857
H 2.456 -1.076 2.589
H 2.188 -1.509 0.749
H 1.206 -0.160 1.593
H 4.990 -0.115 -1.792
H 5.584 -0.097 -0.041
H 4.319 -1.338 -0.550
H 2.109 -0.659 -1.231
H 2.781 0.713 -2.289
H 0.766 1.333 0.144
H 1.302 2.415 -1.250
H 0.306 1.182 -2.999
H -0.009 -0.363 -2.073
H -2.096 1.463 -2.635
H -1.281 2.488 -1.311
H -1.799 0.905 0.463
H -3.931 0.725 1.511
H -5.404 1.488 0.712
H -5.082 -0.455 -1.183
H -5.804 -1.072 0.471
H -3.897 -2.411 -0.333
H -3.595 -1.696 -2.501
H -1.936 -0.955 -2.925
C 3.843 1.846 5.065
O 3.211 1.931 6.233
H 4.026 2.795 4.517
H 4.864 1.405 5.071
H 3.359 1.238 4.272

Its strongest force on any atom is 0.0945 hartree/bohr. The HOMO energy is -3.88 eV. The molecular weight comes out at 511.170 g mol⁻¹.